P | Molecular formula: C4H16N2O2
Method: DFT, wB97M-V/def2-TZVPD

Results
SMILES string: CNCCCN.O.O
Net charge: 0
Kohn-Sham gap (Ha): 0.332

```
24
C4H16N2O2, DFT wB97M-V/def2-TZVPD
C 2.4742 0.9547 0.9687
N 2.2230 -0.2824 0.1531
C 0.8763 -0.7793 0.3905
C 1.0363 -1.8851 1.5103
C -0.2201 -2.6800 1.4328
N -1.4161 -1.7959 1.9082
H 2.1171 0.7536 1.8706
H 2.1044 1.9156 0.4786
H 3.4969 1.0642 1.1778
H 2.3488 -0.1859 -0.8623
H 0.4698 -1.3155 -0.5888
H 0.1271 -0.0105 0.6999
H 1.8525 -2.5081 1.2012
H 1.2189 -1.5805 2.4824
H -0.4692 -3.3784 0.6694
H -0.0402 -3.6337 2.0499
H -2.2300 -2.0709 1.3674
H -1.4923 -1.9965 2.8717
O -1.9493 3.5483 -1.9762
H -2.3811 4.3067 -1.6295
H -1.3240 3.0434 -1.3901
O -3.2606 3.0442 -5.0745
H -3.2017 2.0245 -4.9356
H -2.3607 3.4473 -4.7754
```

Table of Löwdin atomic charges, one value per atom, all in e: -0.1008, -0.1434, -0.2594, -0.2075, -0.2920, 0.0181, 0.0179, 0.1005, 0.0511, 0.0980, 0.1480, 0.1015, 0.1007, 0.0837, 0.0833, 0.1130, 0.0548, 0.0334, -0.0660, 0.0137, 0.0649, -0.1561, 0.0765, 0.0661

---

Q | Molecular formula: C4H16N2O2
Method: DFT, wB97M-V/def2-TZVPD

Results
SMILES string: C[C@@H](N)CCN.O.O
Net charge: 0
Kohn-Sham gap (Ha): 0.311

```
24
C4H16N2O2, DFT wB97M-V/def2-TZVPD
C -0.1321 0.0437 -2.6198
C 0.2463 0.7176 -1.3134
N -0.9672 1.3064 -0.7186
C 1.0036 -0.2783 -0.2980
C 2.4242 0.1300 -0.0779
N 2.4486 1.1226 1.0300
H 0.4635 0.3509 -3.4660
H -0.0287 -1.0644 -2.4934
H -1.1865 -0.0234 -2.8694
H 0.9720 1.5230 -1.4816
H -0.8854 2.2470 -0.3752
H -1.4378 0.6990 -0.0660
H 0.8550 -1.2820 -0.7270
H 0.2544 -0.3125 0.5089
H 2.9385 -0.8106 0.2513
H 3.1151 0.5432 -0.7831
H 3.4124 1.4071 1.1662
H 2.1087 0.7426 1.9024
O -2.5776 0.0707 2.3044
H -2.0454 -0.3092 3.0140
H -3.4683 -0.0584 2.6660
O -2.1531 -2.4738 1.3860
H -2.3226 -1.7589 2.0285
H -3.0376 -2.5323 1.0317
```

Table of Löwdin atomic charges, one value per atom, all in e: -0.0822, -0.4095, 0.0195, -0.1634, -0.2908, -0.0172, 0.0626, 0.0683, 0.0647, 0.1227, 0.0604, 0.0404, 0.0960, 0.1003, 0.1060, 0.1036, 0.0546, 0.0561, -0.0480, 0.0533, 0.0651, -0.0697, -0.0190, 0.0260

---

It is Q that is the most stable of them.

---

P | Molecular formula: C4H8N2O2
Method: DFT, wB97M-V/def2-TZVPD

Results
SMILES string: C=NN(C)/C(O)=C\O
Net charge: 0
Kohn-Sham gap (Ha): 0.310

```
16
C4H8N2O2, DFT wB97M-V/def2-TZVPD
C 0.8609 -2.1518 0.3634
N 0.4875 -1.3255 -0.5184
N -0.7179 -0.4376 -0.3868
C -1.0658 0.3078 -1.5718
C -0.2479 0.2890 0.7239
O -0.8295 -0.0785 1.9166
C 0.5459 1.3845 0.7481
O 1.2251 1.8227 -0.3550
H 0.7541 -2.0396 1.4403
H 1.4652 -2.9788 0.0161
H -0.2366 0.8714 -2.0101
H -1.8390 1.0373 -1.3187
H -1.3760 -0.4169 -2.3242
H -1.4556 -0.7927 1.7169
H 0.6441 1.9428 1.6687
H 1.7854 2.5658 -0.1090
```

Table of Löwdin atomic charges, one value per atom, all in e: -0.0450, 0.0409, -0.1099, -0.0717, -0.4236, 0.0225, -0.1274, -0.0148, 0.0751, 0.0647, 0.0749, 0.0998, 0.0822, 0.1103, 0.1223, 0.0998

---

Q | Molecular formula: C4H8N2O2
Method: DFT, wB97M-V/def2-TZVPD

Results
Net charge: 0
Kohn-Sham gap (Ha): 0.364

```
16
C4H8N2O2, DFT wB97M-V/def2-TZVPD
C -2.5292 -0.5661 0.0719
C 0.4607 0.5422 -0.2382
C 1.0619 1.7447 0.2070
C 1.9967 -1.2022 -0.2255
H -3.2106 -1.5835 0.5521
H -2.9179 -0.2730 -1.0934
H -2.4213 0.2510 0.8401
H -0.8821 -1.2970 -0.9030
H 2.3625 1.9260 -0.5412
H 1.3550 1.7221 1.8191
H 0.2761 2.7842 -0.0033
H 2.7594 -1.6804 -0.8726
N -1.1557 -1.0293 0.2153
N -0.6090 0.3393 0.2659
O 1.1791 -0.3929 -1.0447
O 2.2744 -1.2852 0.9504
```

Table of Löwdin atomic charges, one value per atom, all in e: -0.2202, -0.6060, -0.0915, -0.2887, 0.1319, 0.1252, 0.0636, 0.1759, 0.1891, 0.2212, 0.1390, 0.1447, -0.0894, 0.0190, -0.0019, 0.0883

---

R | Molecular formula: C4H8N2O2
Method: DFT, wB97M-V/def2-TZVPD

Results
Net charge: 0
Kohn-Sham gap (spin up / spin down) (Ha): 0.285 / 0.286

```
16
C4H8N2O2, DFT wB97M-V/def2-TZVPD
C -0.7223 -1.4025 0.1446
C 1.5524 0.3816 0.8649
N -1.3573 -0.3784 -0.4529
C 0.9764 -0.3974 -0.3129
N -2.0147 0.5103 0.2298
C 0.2222 0.6917 -1.2991
O 1.6611 -1.1948 -0.9696
O -0.0100 1.8495 -1.0166
H -1.9667 1.4432 -0.1833
H -2.1310 0.4292 1.2340
H 0.1741 0.2813 -2.3236
H -0.4870 -2.2469 -0.4876
H -1.0295 -1.6707 1.1552
H 1.7480 -0.3072 1.6858
H 2.4955 0.8262 0.5531
H 0.8890 1.1849 1.1783
```

Table of Löwdin atomic charges, one value per atom, all in e: -0.0247, -0.0133, -0.0881, -0.5093, 0.0869, -0.2502, -0.0149, -0.0081, 0.1176, 0.1247, 0.1277, 0.1024, 0.1005, 0.0812, 0.0968, 0.0708

---

S | Molecular formula: C4H8N2O2
Method: DFT, wB97M-V/def2-TZVPD

Results
SMILES string: N/C(C=O)=N/CCO
Net charge: 0
Kohn-Sham gap (Ha): 0.318

```
16
C4H8N2O2, DFT wB97M-V/def2-TZVPD
N -0.4877 -0.8880 2.3581
C -0.3225 -0.1396 1.2694
C -0.6069 1.3255 1.3991
O -0.6813 1.7909 2.6105
N -0.1639 -0.4578 0.0009
C 0.0838 0.4575 -1.1641
C 0.9474 -0.4569 -2.0512
O 0.2764 -1.5753 -2.3891
H -0.1210 -1.9531 2.4293
H -0.7451 -0.3232 3.0917
H -1.0866 2.0570 0.4269
H -0.7468 1.0011 -1.5387
H 0.7467 1.1897 -0.6770
H 1.5368 0.1331 -2.8518
H 1.9512 -0.5603 -1.3583
H -0.5805 -1.6006 -1.5555
```

Table of Löwdin atomic charges, one value per atom, all in e: 0.1444, -0.4194, -0.1083, -0.0282, 0.0280, -0.2334, -0.3961, -0.1269, 0.2052, 0.0488, 0.2021, 0.0937, 0.0990, 0.1272, 0.1394, 0.2246

---

It is P that is the most stable of them.

---

P | Molecular formula: C2H7N2
Method: DFT, wB97M-V/def2-TZVPD

Results
Net charge: +1
Kohn-Sham gap (spin up / spin down) (Ha): 0.295 / 0.363

```
11
C2H7N2, DFT wB97M-V/def2-TZVPD
C -0.1004 -0.5322 0.5772
C 0.1360 1.2049 -1.4491
N -0.7993 0.1719 1.3959
N 0.5535 -1.6405 0.5873
H -0.8247 1.5491 -1.0903
H 1.0840 1.5895 -1.0256
H 0.1202 0.3936 -2.1256
H -1.2056 0.9958 0.9609
H -1.2305 -0.1837 2.2061
H 1.3845 -1.7897 -0.0730
H 0.9053 -1.9397 1.4849
```

Table of Löwdin atomic charges, one value per atom, all in e: -0.1788, 0.2238, 0.1840, 0.1545, 0.0116, 0.0474, 0.0061, 0.1175, 0.1251, 0.1786, 0.1303

---

Q | Molecular formula: C2H7N2
Method: DFT, wB97M-V/def2-TZVPD

Results
SMILES string: C=NC[NH3+]
Net charge: +1
Kohn-Sham gap (Ha): 0.398

```
11
C2H7N2, DFT wB97M-V/def2-TZVPD
C -1.7442 0.5499 -1.0152
N -0.6626 0.4218 -0.3761
C 0.1873 -0.6285 -0.0392
N 1.3999 0.1270 0.8608
H -2.0855 1.5835 -1.0952
H -2.3501 -0.3971 -1.2948
H -0.2319 -1.4207 0.6638
H 0.7262 -1.0371 -0.9294
H 1.8202 1.0472 0.4780
H 2.0376 -0.5684 1.0133
H 0.9032 0.3225 1.7340
```

Table of Löwdin atomic charges, one value per atom, all in e: 0.0261, -0.0706, -0.1169, 0.1956, 0.0916, 0.1283, 0.1584, 0.1462, 0.2047, 0.0898, 0.1467

---

It is Q that is the most stable of them.